One molecule with the formula C5H7NS, computed with ωB97M-V/def2-TZVPD.

Last columns: bonded neighbours and bond lengths (Å).
Positions of all 14 atoms, in Å:
1 C -0.280 1.676 -0.280  C2 1.561, H8 1.024, H9 1.106, H10 1.031
2 C -0.016 0.318 0.444  C1 1.561, C3 1.508, C6 1.634, H11 1.060
3 C -0.917 -0.859 0.167  C2 1.508, C4 1.530, H12 1.103, H13 1.136
4 C 0.114 -1.951 -0.127  C3 1.530, N5 1.301, H14 1.034
5 N 1.302 -1.504 -0.409  C4 1.301, C6 1.341
6 C 1.404 -0.186 -0.188  C2 1.634, N5 1.341, S7 1.624
7 S 2.787 0.665 -0.173  C6 1.624
8 H 0.450 2.356 -0.052  C1 1.024
9 H -1.112 2.127 0.291  C1 1.106
10 H -0.408 1.709 -1.303  C1 1.031
11 H 0.029 0.519 1.484  C2 1.060
12 H -1.676 -0.916 -0.632  C3 1.103
13 H -1.669 -0.982 1.010  C3 1.136
14 H -0.006 -2.972 -0.231  C4 1.034

## Properties
DFT total energy: -17622.013 eV
Relative energy (zero: lowest compared OMol25 entry of this formula, charge and spin): 37.6 kcal per mole
E_LUMO: -0.72 eV
Structure (SMILES): C[C@H]1CC=NC1=S
Orbital gap: 7.85 eV
Highest occupied orbital energy: -8.58 eV